ORCA calculation (wB97M-V/def2-TZVPD) on an isolated molecule of CH3I2O2P in a non-equilibrium geometry.

Structure (XYZ):
```
9
Properties=species:S:1:pos:R:3:forces:R:3:mulliken_charge:R:1
O 0.606175 -0.073755 -1.651278 -0.82 0.45 0.89 -0.3860
C -0.377127 0.291712 -0.686911 2.73 4.31 -0.46 -0.3325
O -0.700386 -0.742225 0.157391 -0.77 -0.68 -0.41 -0.2251
P -0.004765 -1.218104 1.527770 0.86 0.96 -0.07 0.1774
I -1.029879 0.461922 3.002401 0.01 -0.03 0.23 -0.0411
I 2.253980 -0.106707 1.181516 -0.25 -0.59 0.55 -0.0706
H 0.231506 -0.704883 -2.240001 -0.49 -0.89 -0.92 0.2755
H 0.240219 1.171886 -0.209993 -1.27 -1.82 0.17 0.3040
H -1.219722 0.920154 -1.080895 0.00 -1.72 0.03 0.2984
```
Forces are in eV/Å.

Its HOMO-LUMO gap is 0.3236 hartree. The energy relative to the best compared isomer or geometry (same formula, charge and spin) comes out at 1.2535 eV. Its LUMO energy is -0.5 eV. The SMILES is OCOP(I)I. The highest occupied orbital energy is -9.32 eV. The total energy is -30671.240 eV. For the largest force on an atom, the calculation gives 5.13 eV/A.